The following is a DFT calculation (ωB97M-V with the def2-TZVPD basis set) of a structure of composition CH30CdO18 at a distorted geometry.

The geometry in ORCA input format:
```
! RIJCOSX wB97M-V def2-TZVPD def2/J DEFGRID3
* xyz 0 1
Cd -0.626 0.666 1.857
C -0.067 0.001 -0.541
O 0.376 1.176 0.069
O 0.662 -0.596 -1.331
O -1.105 -0.451 0.070
O -0.948 -1.455 2.710
H -0.628 -2.247 2.346
H -1.210 -1.579 3.663
O -1.820 -2.482 -1.548
H -1.550 -1.592 -1.349
H -1.162 -3.105 -1.324
O 1.606 -0.039 2.470
H 1.772 -0.894 2.074
H 2.324 0.129 3.044
O -0.114 -0.632 -3.981
H 0.167 -0.561 -3.088
H -0.898 -0.111 -4.002
O 1.681 -1.965 0.649
H 1.168 -1.340 0.141
H 2.247 -2.339 -0.027
O 3.197 2.658 1.598
H 2.255 2.741 1.601
H 3.272 1.917 1.072
O 3.149 0.650 -0.426
H 2.816 0.695 -1.305
H 2.350 0.638 0.112
O -3.342 -2.306 1.064
H -3.135 -2.961 1.755
H -2.493 -2.189 0.724
O -2.915 0.265 1.797
H -3.172 -0.652 1.637
H -3.359 0.326 2.631
O -2.994 0.945 -1.154
H -3.269 0.503 -1.995
H -2.352 0.322 -0.709
O 2.548 0.067 -3.013
H 2.024 0.713 -3.546
H 1.875 -0.381 -2.407
O 1.435 -3.202 -1.993
H 1.213 -2.395 -1.587
H 2.345 -3.003 -2.235
O -1.953 2.741 1.033
H -1.841 3.141 0.175
H -2.850 2.414 0.888
O 0.349 2.656 -1.948
H 0.340 1.881 -2.412
H 0.545 2.298 -1.061
O 0.586 2.634 2.530
H 1.041 2.912 3.334
H 0.483 3.404 1.914
*
```

Computed properties:
- Maximum force: 0.1030 hartree/bohr
- Energy above the lowest of the compared OMol25 structures with the same formula, charge and spin: 67.18 kJ/mol

Atom charges from the Löwdin analysis, given in e for atoms 1 to 6: 1.503, -0.747, -0.253, -0.061, -0.193, -0.081

The following is a DFT calculation (ωB97M-V with the def2-TZVPD basis set) of a cluster of 6 separate species, C31H35FN6O in total at a distorted geometry.

The geometry in ORCA input format:
```
! RIJCOSX wB97M-V def2-TZVPD def2/J DEFGRID3
* xyz 0 1
O 1.487 -3.078 -0.403
C 1.493 -1.880 -0.649
C 0.379 -1.077 -1.301
C 1.000 0.298 -1.590
C 2.528 0.061 -1.346
C 3.216 -0.327 -2.663
C 3.906 -1.674 -2.627
F 4.310 -1.961 -3.939
N 2.594 -0.978 -0.343
H -0.378 -0.955 -0.537
H 0.016 -1.514 -2.220
H 0.596 1.022 -0.889
H 0.772 0.704 -2.566
H 2.899 0.996 -0.950
H 2.523 -0.332 -3.493
H 3.986 0.406 -2.875
H 3.255 -2.488 -2.348
H 4.796 -1.642 -2.015
H 2.332 -0.613 0.569
C 7.013 0.883 -5.138
C 8.036 1.816 -5.170
C 8.949 1.830 -4.126
N 8.897 0.998 -3.090
C 7.907 0.108 -3.074
C 6.944 0.005 -4.068
H 6.281 0.838 -5.933
H 8.127 2.520 -5.986
H 9.765 2.544 -4.115
H 7.888 -0.556 -2.217
H 6.163 -0.739 -4.009
C -4.878 0.268 -2.896
C -3.882 1.229 -2.954
C -2.868 1.184 -2.008
N -2.798 0.271 -1.043
C -3.765 -0.644 -1.001
C -4.820 -0.690 -1.899
H -5.690 0.269 -3.611
H -3.888 1.998 -3.714
H -2.068 1.917 -2.020
H -3.684 -1.376 -0.205
H -5.578 -1.457 -1.816
C 0.272 0.119 5.119
C 1.005 1.113 4.490
C 1.027 1.142 3.105
N 0.383 0.264 2.338
C -0.316 -0.686 2.956
C -0.404 -0.801 4.334
H 0.237 0.054 6.198
H 1.551 1.851 5.061
H 1.587 1.906 2.576
H -0.830 -1.388 2.307
H -0.986 -1.595 4.781
C -9.607 3.558 -4.234
C -9.450 3.396 -2.868
C -8.817 2.251 -2.408
N -8.352 1.294 -3.207
C -8.511 1.465 -4.517
C -9.128 2.572 -5.080
H -10.095 4.438 -4.633
H -9.809 4.140 -2.170
H -8.672 2.088 -1.346
H -8.125 0.669 -5.146
H -9.228 2.656 -6.153
C 1.258 -3.479 9.958
C 2.351 -3.020 9.242
C 2.157 -1.999 8.325
N 0.974 -1.435 8.089
C -0.067 -1.889 8.784
C 0.020 -2.902 9.726
H 1.368 -4.273 10.684
H 3.335 -3.442 9.390
H 2.987 -1.610 7.745
H -1.018 -1.413 8.570
H -0.860 -3.229 10.261
*
```

Computed properties:
- Structure (SMILES): O=C1CC[C@H](CCF)N1.c1ccncc1.c1ccncc1.c1ccncc1.c1ccncc1.c1ccncc1
- Maximum force: 0.0409 hartree/bohr

Atom charges from the Löwdin analysis, given in e for atoms 1 to 6: 0.082, -0.421, -0.089, -0.141, -0.318, -0.116

Values for HOMO level, eV, ordered as above
-10.1 -9.5